1.
This record from OMol25 describes C20H39BBr13Cl2NO4Si2 as an isolated structure. The level of theory is ωB97M-V with the def2-TZVPD basis set.

Atoms and positions in Å:
C1 2.467 1.178 -0.400
C2 1.510 0.525 0.689
Br1 2.291 -0.827 1.932
C3 0.147 0.876 0.816
Br2 -0.883 -0.035 2.265
Si1 -0.781 2.145 -0.332
C4 0.246 3.761 -0.262
C5 0.299 4.209 1.297
O1 1.327 4.012 1.965
Cl1 -1.194 5.047 1.998
O2 -2.347 2.300 0.375
Si2 -3.495 3.123 -0.608
Br3 -4.464 1.771 -2.217
C6 -4.975 3.526 0.589
C7 -5.866 2.234 0.940
O3 -7.012 2.231 0.039
C8 -2.937 4.818 -1.294
C9 -2.320 4.803 -2.771
C10 -3.419 4.637 -3.949
Cl2 -1.591 6.511 -3.027
B1 -0.786 1.279 -2.105
N1 -1.460 -0.070 -2.225
O4 -0.160 1.824 -3.291
H1 2.081 1.150 -1.469
H2 2.772 2.207 -0.020
H3 3.434 0.548 -0.399
H4 -0.217 4.654 -0.809
H5 1.319 3.675 -0.626
H6 -5.573 4.438 0.248
H7 -4.462 3.843 1.578
H8 -5.234 1.286 0.870
H9 -6.291 2.362 2.007
H10 -7.387 3.139 0.147
H11 -2.246 5.393 -0.569
H12 -3.892 5.469 -1.353
H13 -1.449 4.088 -2.929
H14 -3.155 5.395 -4.762
H15 -3.218 3.603 -4.420
H16 -4.485 4.736 -3.565
H17 -0.806 -0.826 -1.914
H18 -1.780 -0.243 -3.188
H19 0.815 1.736 -3.279
Br4 -2.659 -3.837 3.240
C11 -1.273 -5.044 2.592
C12 -0.098 -4.279 2.036
Br5 -0.495 -3.562 0.268
H20 -1.742 -5.705 1.865
H21 -0.973 -5.626 3.466
H22 0.756 -4.942 1.889
H23 0.204 -3.437 2.660
Br6 -3.520 -8.087 4.344
C13 -4.689 -8.662 2.893
C14 -4.157 -8.217 1.554
Br7 -4.490 -6.320 1.256
H24 -5.683 -8.275 3.113
H25 -4.705 -9.752 2.957
H26 -4.681 -8.728 0.744
H27 -3.085 -8.374 1.442
Br8 5.483 2.009 -2.508
C15 7.001 0.874 -2.051
C16 6.545 -0.483 -1.574
Br9 5.880 -0.405 0.256
H28 7.593 1.414 -1.314
H29 7.574 0.782 -2.976
H30 7.385 -1.179 -1.541
H31 5.749 -0.909 -2.183
Br10 1.531 -1.290 -3.218
C17 2.906 -2.503 -3.878
C18 4.080 -1.742 -4.443
Br11 3.674 -1.021 -6.207
H32 2.429 -3.162 -4.602
H33 3.210 -3.088 -3.007
H34 4.930 -2.409 -4.597
H35 4.390 -0.903 -3.820
Br12 4.498 -1.143 7.571
C19 4.701 0.361 6.347
C20 4.207 0.014 4.965
Br13 5.488 -1.108 4.017
H36 5.751 0.651 6.370
H37 4.098 1.162 6.780
H38 4.110 0.913 4.355
H39 3.257 -0.521 4.968

Computed properties:
HOMO energy: -8.9871 eV
LUMO level: -0.018 hartree
HOMO-LUMO gap: 8.50 eV



2.
This record from OMol25 describes a 6-piece molecular cluster, C20H39BN2O9PS overall. The level of theory is ωB97M-V with the def2-TZVPD basis set.

Atoms and positions in Å:
C1 -2.250 -3.296 0.215
O1 -2.243 -4.069 1.440
B1 -1.102 -4.534 1.916
O2 -1.004 -5.592 2.755
N1 0.262 -3.864 1.550
N2 0.761 -4.382 0.427
C2 1.900 -3.909 0.007
C3 2.647 -2.930 0.662
C4 2.118 -2.412 1.820
C5 0.883 -2.910 2.227
P1 0.097 -2.177 3.723
O3 1.226 -1.253 4.342
O4 -0.055 -3.316 4.798
S1 -1.480 -1.229 3.227
H1 -1.811 -3.845 -0.610
H2 -1.762 -2.340 0.384
H3 -3.284 -3.092 -0.021
H4 -1.330 -6.397 2.340
H5 2.268 -4.324 -0.917
H6 3.596 -2.596 0.283
H7 2.621 -1.639 2.373
H8 1.211 -0.432 3.815
H9 0.419 -3.097 5.613
C6 0.164 -7.170 -1.452
C7 -1.039 -6.826 -2.298
O5 -1.482 -5.699 -2.306
C8 -1.656 -7.931 -3.114
H10 0.474 -6.261 -0.941
H11 -0.098 -7.936 -0.721
H12 0.978 -7.541 -2.077
H13 -1.991 -8.736 -2.459
H14 -0.923 -8.329 -3.817
H15 -2.507 -7.543 -3.667
C9 1.733 1.338 0.318
C10 2.258 1.858 1.628
O6 2.154 1.203 2.653
C11 2.908 3.206 1.614
H16 1.284 0.356 0.469
H17 0.977 2.024 -0.068
H18 2.545 1.257 -0.406
H19 2.191 3.956 1.273
H20 3.767 3.194 0.941
H21 3.243 3.459 2.616
C12 -1.677 4.933 -0.405
C13 -0.407 4.931 -1.221
O7 0.656 4.643 -0.716
C14 -0.532 5.302 -2.672
H22 -1.450 4.654 0.622
H23 -2.123 5.928 -0.413
H24 -2.391 4.223 -0.825
H25 -0.933 6.313 -2.762
H26 -1.193 4.603 -3.184
H27 0.449 5.266 -3.141
C15 -2.637 3.197 -7.104
C16 -1.638 3.082 -5.982
O8 -1.823 3.615 -4.912
C17 -0.393 2.273 -6.254
H28 -3.480 3.802 -6.780
H29 -2.173 3.667 -7.972
H30 -2.995 2.206 -7.388
H31 0.159 2.707 -7.089
H32 -0.664 1.246 -6.505
H33 0.240 2.271 -5.371
C18 1.165 3.508 4.847
C19 0.549 4.792 4.344
O9 0.384 4.984 3.161
C20 0.148 5.817 5.376
H34 1.403 2.873 3.996
H35 2.079 3.721 5.405
H36 0.460 2.992 5.502
H37 1.020 6.128 5.953
H38 -0.593 5.393 6.056
H39 -0.280 6.685 4.880

Computed properties:
HOMO energy: -10.9305 eV
total charge: +1
LUMO level: -0.170 hartree
HOMO-LUMO gap: 6.32 eV



3.
This record from OMol25 describes a 5-piece molecular cluster, C20H39F3NO10S overall. The level of theory is ωB97M-V with the def2-TZVPD basis set.

Atoms and positions in Å:
O1 -2.296 -0.644 2.558
C1 -1.191 -0.389 1.835
O2 -0.959 -0.866 0.463
S1 -0.567 -2.525 0.447
O3 -1.671 -3.403 1.117
O4 -0.519 -2.950 -1.070
C2 1.064 -2.965 1.256
F1 1.225 -4.466 1.188
F2 2.269 -2.407 0.540
F3 1.077 -2.611 2.720
C3 0.017 0.535 2.507
C4 1.139 1.379 1.658
C5 2.282 2.205 2.532
N1 2.336 2.205 4.073
C6 1.308 1.423 4.889
C7 1.314 1.328 6.547
O5 2.249 2.268 7.191
O6 2.783 1.547 8.172
C8 0.088 0.553 4.146
H1 1.098 1.359 0.474
H2 3.079 2.812 1.901
H3 3.122 2.749 4.542
H4 1.553 0.185 6.790
H5 0.203 1.545 6.913
H6 2.024 1.136 8.718
H7 -0.707 -0.053 4.797
C9 3.878 1.726 -2.889
C10 3.724 1.700 -1.376
C11 4.889 0.982 -0.714
O7 2.508 1.041 -1.036
H8 3.899 0.710 -3.298
H9 3.026 2.236 -3.353
H10 4.797 2.241 -3.183
H11 3.659 2.725 -0.995
H12 4.946 -0.061 -1.046
H13 4.759 0.960 0.374
H14 5.839 1.474 -0.943
H15 2.556 0.130 -1.371
C12 0.882 -3.057 -4.807
C13 1.787 -1.836 -4.824
C14 3.019 -2.071 -5.684
O8 2.192 -1.529 -3.493
H16 1.402 -3.925 -4.386
H17 0.006 -2.877 -4.175
H18 0.540 -3.309 -5.816
H19 1.233 -0.971 -5.205
H20 3.616 -2.904 -5.294
H21 3.668 -1.189 -5.677
H22 2.742 -2.294 -6.719
H23 2.686 -2.291 -3.146
C15 -4.903 1.178 5.417
C16 -5.173 1.697 4.013
C17 -6.465 1.128 3.450
O9 -4.088 1.340 3.161
H24 -4.797 0.087 5.417
H25 -3.964 1.586 5.804
H26 -5.713 1.450 6.101
H27 -5.229 2.791 4.030
H28 -6.414 0.035 3.381
H29 -6.640 1.501 2.435
H30 -7.322 1.399 4.075
H31 -4.030 0.370 3.140
C18 -1.995 -0.213 -3.641
C19 -2.264 0.307 -5.045
C20 -3.557 -0.263 -5.608
O10 -1.180 -0.051 -5.897
H32 -1.889 -1.303 -3.641
H33 -1.056 0.196 -3.254
H34 -2.805 0.060 -2.957
H35 -2.321 1.401 -5.028
H36 -3.506 -1.355 -5.677
H37 -3.731 0.110 -6.623
H38 -4.413 0.008 -4.983
H39 -1.122 -1.020 -5.918

Computed properties:
HOMO energy: -11.7231 eV
total charge: +1
LUMO level: -0.219 hartree
HOMO-LUMO gap: 5.78 eV



4.
This record from OMol25 describes C20H39F4LiN6O3P2 as an isolated structure. The level of theory is ωB97M-V with the def2-TZVPD basis set.

Atoms and positions in Å:
Li1 -0.017 0.690 -1.138
C1 -1.996 -0.137 -3.696
C2 -2.851 0.310 -2.521
N1 -2.152 1.216 -1.610
C3 -2.750 1.213 -0.271
C4 -4.247 1.510 -0.194
C5 -2.019 2.573 -2.163
C6 -0.821 3.335 -1.602
N2 0.354 2.512 -1.756
C7 1.558 2.981 -1.462
C8 2.649 2.060 -1.484
F1 2.350 0.755 -1.731
C9 3.946 2.394 -1.211
F2 4.882 1.415 -1.237
C10 4.320 3.682 -0.855
C11 3.288 4.600 -0.798
F3 3.567 5.874 -0.456
C12 1.975 4.285 -1.078
F4 1.061 5.286 -0.983
H1 -2.574 -0.789 -4.354
H2 -1.117 -0.679 -3.347
H3 -1.649 0.709 -4.290
H4 -3.148 -0.568 -1.937
H5 -3.787 0.759 -2.890
H6 -2.200 1.940 0.328
H7 -2.549 0.233 0.178
H8 -4.497 2.470 -0.648
H9 -4.564 1.552 0.850
H10 -4.841 0.740 -0.689
H11 -2.938 3.156 -2.008
H12 -1.886 2.481 -3.241
H13 -1.015 3.596 -0.548
H14 -0.776 4.292 -2.135
H15 5.344 3.953 -0.652
C13 -1.062 0.930 3.372
N3 -0.374 -0.298 2.971
C14 -0.014 -1.129 4.113
P1 0.708 -0.153 1.728
O1 0.270 0.856 0.748
O2 0.740 -1.673 1.156
P2 0.114 -2.188 -0.235
O3 0.014 -1.187 -1.312
N4 1.160 -3.386 -0.644
C15 1.547 -3.589 -2.036
C16 1.234 -4.571 0.196
N5 -1.370 -2.731 0.228
C17 -2.295 -3.112 -0.833
C18 -1.685 -3.316 1.520
N6 2.241 0.073 2.249
C19 3.073 -1.012 2.747
C20 3.005 1.252 1.828
H16 -1.984 0.659 3.888
H17 -1.311 1.517 2.493
H18 -0.450 1.537 4.049
H19 -0.919 -1.390 4.664
H20 0.671 -0.612 4.796
H21 0.459 -2.055 3.790
H22 1.512 -2.643 -2.568
H23 0.893 -4.310 -2.539
H24 2.569 -3.970 -2.065
H25 1.093 -4.309 1.245
H26 2.224 -5.019 0.097
H27 0.487 -5.325 -0.081
H28 -2.018 -2.626 -1.767
H29 -3.305 -2.788 -0.572
H30 -2.307 -4.198 -0.980
H31 -0.923 -3.065 2.250
H32 -1.765 -4.406 1.453
H33 -2.638 -2.922 1.881
H34 2.477 -1.870 3.049
H35 3.645 -0.673 3.612
H36 3.774 -1.343 1.974
H37 2.353 1.989 1.367
H38 3.766 0.965 1.100
H39 3.494 1.693 2.698

Computed properties:
ΔE to the lowest compared entry with this formula, charge and spin: 0.0 kcal/mol
HOMO energy: -5.9180 eV
LUMO level: 0.008 hartree
HOMO-LUMO gap: 6.12 eV



5.
This record from OMol25 describes C20H39INOP2Re as an isolated structure. The level of theory is ωB97M-V with the def2-TZVPD basis set.

Atoms and positions in Å:
C1 0.508 -0.682 -6.148
I1 -0.569 -0.732 -4.272
H1 1.588 -0.623 -6.022
H2 0.131 0.180 -6.699
H3 0.228 -1.600 -6.670
Re1 0.122 -0.724 -0.593
P1 0.928 1.137 -1.484
C2 -0.400 2.241 -2.112
C3 1.832 2.255 -0.347
H4 2.147 3.168 -0.874
H5 2.424 2.117 -3.136
H6 2.720 1.732 0.032
H7 3.001 0.504 -2.598
H8 -1.075 2.495 -1.283
H9 1.194 2.527 0.505
C4 2.119 1.094 -2.879
H10 0.044 3.159 -2.517
H11 1.647 0.634 -3.760
H12 -0.972 1.727 -2.899
P2 1.041 -2.561 -1.465
C5 -0.254 -3.661 -2.165
C6 2.289 -2.455 -2.801
H13 2.858 -3.192 0.025
H14 2.202 -4.615 -0.836
H15 1.329 -3.934 0.562
C7 1.938 -3.685 -0.314
H16 3.095 -1.770 -2.505
H17 2.714 -3.452 -2.985
H18 0.093 -4.702 -2.134
H19 -0.477 -3.354 -3.196
H20 1.823 -2.084 -3.726
H21 -1.172 -3.572 -1.571
C8 -1.665 -0.690 -1.325
O1 -2.774 -0.633 -1.730
C9 0.644 3.353 4.311
C10 -0.202 2.748 3.228
C11 -1.379 3.390 2.829
C12 -2.217 2.853 1.844
C13 -3.486 3.555 1.467
C14 -1.865 1.639 1.247
C15 -0.714 0.946 1.679
C16 0.143 1.534 2.634
N1 -0.481 -0.388 1.252
C17 -0.632 -1.456 2.284
C18 0.733 -1.739 2.898
C19 -1.597 -1.020 3.394
C20 -1.217 -2.701 1.621
H22 0.889 4.397 4.079
H23 0.120 3.348 5.277
H24 1.579 2.798 4.436
H25 -1.659 4.333 3.308
H26 -4.212 3.561 2.293
H27 -3.289 4.604 1.204
H28 -3.963 3.067 0.613
H29 -2.522 1.176 0.503
H30 1.062 1.017 2.914
H31 1.098 -0.855 3.427
H32 0.640 -2.561 3.621
H33 1.469 -2.024 2.135
H34 -2.568 -0.744 2.969
H35 -1.732 -1.867 4.071
H36 -1.197 -0.185 3.975
H37 -2.156 -2.450 1.107
H38 -0.512 -3.142 0.901
H39 -1.433 -3.436 2.402

Computed properties:
ΔE to the lowest compared entry with this formula, charge and spin: 0.0 kcal/mol
HOMO energy (alpha / beta): -17.0060 / -17.6705 eV
total charge: +3
multiplicity: 4
LUMO level (alpha / beta): -0.394 / -0.482 hartree
HOMO-LUMO gap (alpha / beta): 6.29 / 4.54 eV



6.
This record from OMol25 describes a 3-piece molecular cluster, C20H39NO14S2 overall. The level of theory is ωB97M-V with the def2-TZVPD basis set.

Atoms and positions in Å:
C1 -2.849 4.454 1.698
C2 -3.677 3.446 0.965
O1 -4.868 3.458 0.974
N1 -2.924 2.479 0.225
C3 -3.469 2.146 -1.098
C4 -3.717 0.655 -1.269
C5 -2.479 -0.268 -1.121
C6 -1.112 0.351 -1.484
C7 -0.232 0.654 -0.278
O2 0.621 -0.553 -0.024
S1 1.934 -0.459 -0.874
O3 1.783 -1.010 -2.184
O4 3.048 -0.916 -0.118
O5 1.971 1.131 -1.067
C8 0.858 1.710 -0.366
C9 0.494 3.117 -0.797
C10 0.400 3.311 -2.323
C11 1.094 4.585 -2.785
C12 1.139 4.754 -4.309
S2 -0.449 4.915 -5.063
O6 -1.386 5.466 -4.123
O7 -0.319 5.523 -6.351
O8 -0.782 3.366 -5.257
H1 -1.962 3.967 2.112
H2 -2.487 5.206 0.993
H3 -3.428 4.906 2.500
H4 -2.771 1.645 0.778
H5 -4.418 2.668 -1.241
H6 -2.803 2.520 -1.884
H7 -4.204 0.451 -2.225
H8 -4.443 0.370 -0.499
H9 -2.418 -0.675 -0.106
H10 -2.630 -1.132 -1.769
H11 -1.210 1.229 -2.122
H12 -0.563 -0.388 -2.069
H13 -0.764 0.780 0.661
H14 1.212 1.807 0.671
H15 1.288 3.762 -0.409
H16 -0.439 3.391 -0.304
H17 0.845 2.461 -2.849
H18 -0.654 3.343 -2.608
H19 2.139 4.565 -2.462
H20 0.599 5.466 -2.369
H21 1.684 5.653 -4.593
H22 1.617 3.880 -4.758
H23 -1.733 3.293 -5.451
C13 3.962 -2.834 3.152
C14 3.197 -1.532 3.054
O9 2.358 -1.324 4.207
C15 2.979 -0.876 5.293
O10 4.148 -0.607 5.391
O11 2.076 -0.767 6.272
C16 2.615 -0.341 7.526
H24 3.275 -3.663 3.327
H25 4.506 -3.014 2.225
H26 4.676 -2.808 3.974
H27 2.524 -1.569 2.203
H28 3.865 -0.683 2.919
H29 3.188 0.576 7.411
H30 3.248 -1.118 7.950
H31 1.760 -0.167 8.173
C17 0.098 -3.794 0.132
C18 0.823 -4.750 -0.788
O12 0.700 -6.114 -0.346
C19 -0.455 -6.705 -0.638
O13 -1.374 -6.216 -1.245
O14 -0.424 -7.944 -0.146
C20 -1.628 -8.690 -0.346
H32 0.436 -3.921 1.162
H33 0.289 -2.767 -0.174
H34 -0.978 -3.969 0.107
H35 1.892 -4.551 -0.786
H36 0.465 -4.666 -1.813
H37 -1.915 -8.688 -1.395
H38 -2.434 -8.277 0.257
H39 -1.406 -9.703 -0.023

Computed properties:
SMILES: CC(=O)NCCCC[C@H]1OS(=O)(=O)O[C@H]1CCCCS(=O)(=O)O.CCOC(=O)OC.CCOC(=O)OC
HOMO energy: -10.0431 eV
LUMO level: 0.006 hartree
HOMO-LUMO gap: 10.19 eV